The following is a DFT calculation (ωB97M-V/def2-TZVPD) of a single C3H7N3O molecule.

Properties
Net charge: 0
LUMO energy in eV: 0.816
Spin multiplicity: 1
Electronic energy in eV: -9742.57822
SMILES: [H]/N=C/NC(=O)NC
E_HOMO in eV: -9.62
Orbital gap in eV: 10.43

Positions of all 14 atoms, in Å:
C 2.472 -0.109 0.036
N 1.067 -0.164 0.400
C 0.158 0.619 -0.243
O 0.397 1.295 -1.223
N -1.141 0.562 0.369
C -2.038 -0.412 -0.072
N -3.290 -0.231 0.039
H 2.537 0.186 -1.012
H 2.944 -1.087 0.171
H 3.014 0.635 0.635
H 0.827 -0.439 1.341
H -1.589 1.475 0.375
H -1.549 -1.300 -0.498
H -3.809 -1.029 -0.318

How is the electron density shared among the atoms? According to natural (NBO), the charges in e are:
1 C -0.423
2 N -0.616
3 C 0.781
4 O -0.605
5 N -0.688
6 C 0.283
7 N -0.686
8 H 0.237
9 H 0.203
10 H 0.195
11 H 0.404
12 H 0.412
13 H 0.156
14 H 0.347